{"formula": "C28H59NO10S2", "method": "ωB97M-V/def2-TZVPD", "smiles": "CCOC(=O)CCC[C@H](CCCSC(=S)N(CC)CC)OC=O.COCCOC.COCCOC.COCCOC", "gap_ev": 8.01, "mol_weight_da": 633.9, "lumo_ev": -0.10, "charge": 0, "energy_ha": -2705.6281, "homo_ev": -8.116, "elements": ["C", "C", "O", "C", "O", "C", "C", "C", "C", "C", "C", "C", "S", "C", "S", "N", "C", "C", "C", "C", "O", "C", "O", "H", "H", "H", "H", "H", "H", "H", "H", "H", "H", "H", "H", "H", "H", "H", "H", "H", "H", "H", "H", "H", "H", "H", "H", "H", "H", "H", "H", "H", "C", "O", "C", "C", "O", "C", "H", "H", "H", "H", "H", "H", "H", "H", "H", "H", "C", "O", "C", "C", "O", "C", "H", "H", "H", "H", "H", "H", "H", "H", "H", "H", "C", "O", "C", "C", "O", "C", "H", "H", "H", "H", "H", "H", "H", "H", "H", "H"], "coordinates": [[3.376711, 2.197731, -0.420404], [2.022566, 2.141180, -1.092376], [2.116827, 1.335055, -2.280064], [0.956833, 0.704438, -2.642466], [0.339858, 1.053644, -3.602502], [0.572222, -0.471991, -1.773810], [0.045743, -1.644638, -2.615297], [0.380883, -3.022019, -2.043338], [-0.422391, -3.417435, -0.813161], [-1.917201, -3.619772, -1.129880], [-2.845263, -2.663797, -0.382187], [-4.290744, -2.883087, -0.803566], [-5.488692, -1.600156, -0.292293], [-4.524342, -0.077846, -0.157537], [-3.690336, 0.199367, 1.222784], [-4.588760, 0.837917, -1.177772], [-5.011585, 2.196699, -0.785460], [-6.521879, 2.349262, -0.684899], [-5.098439, 0.425404, -2.494121], [-4.080061, -0.419707, -3.269920], [-0.297954, -2.403860, 0.228321], [0.673040, -2.591626, 1.142592], [1.835635, -2.706108, 0.894904], [3.849915, 1.215532, -0.426293], [4.038745, 2.906453, -0.918257], [3.275919, 2.516125, 0.618835], [1.268583, 1.730326, -0.413668], [1.692466, 3.140207, -1.390703], [-0.206529, -0.122364, -1.088461], [1.420641, -0.774637, -1.158934], [0.508550, -1.588014, -3.602354], [-1.028245, -1.543048, -2.791519], [1.445349, -3.042332, -1.809616], [0.207950, -3.775150, -2.818518], [-0.007286, -4.343400, -0.407722], [-2.196438, -4.645915, -0.873131], [-2.066558, -3.506918, -2.207524], [-2.536815, -1.633168, -0.546919], [-2.758553, -2.857488, 0.688198], [-4.363174, -3.033332, -1.880419], [-4.666473, -3.794136, -0.332127], [-4.606996, 2.896300, -1.520535], [-4.538340, 2.432905, 0.163548], [-6.745853, 3.369668, -0.367246], [-7.020436, 2.190092, -1.641961], [-6.940735, 1.675193, 0.065353], [-5.279208, 1.350274, -3.042352], [-6.057321, -0.086046, -2.404996], [-4.401234, -1.452592, -3.391323], [-3.121288, -0.408991, -2.749026], [-3.896429, -0.001552, -4.259544], [0.277605, -2.584898, 2.170541], [3.479677, -4.287683, -3.064006], [3.003537, -3.342438, -4.007072], [4.029147, -2.517256, -4.537874], [4.474745, -2.974746, -5.909121], [5.089042, -4.251266, -5.874713], [4.236982, -5.305568, -6.276988], [2.674242, -4.994885, -2.871205], [4.349481, -4.829136, -3.442873], [3.747206, -3.793051, -2.123377], [4.885685, -2.488932, -3.856460], [3.628547, -1.502044, -4.618010], [5.210941, -2.263443, -6.294627], [3.619119, -2.980641, -6.593019], [4.072676, -5.286227, -7.360102], [3.269629, -5.258579, -5.770355], [4.732503, -6.239001, -6.015126], [3.404013, 7.349268, 3.753400], [4.783324, 7.141265, 3.518182], [5.224185, 5.829992, 3.821477], [5.359227, 4.972852, 2.581717], [4.110192, 4.743619, 1.952588], [3.875454, 5.571024, 0.828959], [3.139969, 8.303313, 3.300401], [2.794560, 6.559283, 3.307491], [3.192342, 7.398362, 4.827186], [4.540553, 5.350355, 4.530336], [6.204484, 5.912700, 4.300122], [5.768628, 3.999509, 2.868039], [6.058732, 5.442191, 1.881700], [4.487950, 5.253558, -0.022126], [4.085398, 6.620152, 1.049317], [2.824497, 5.464355, 0.563492], [-2.954562, -0.700552, 8.107805], [-3.384244, 0.364786, 7.283406], [-2.340144, 0.971404, 6.542289], [-2.296609, 0.484275, 5.110371], [-1.974025, -0.893918, 5.029743], [-3.101145, -1.723359, 4.803665], [-3.846634, -1.214289, 8.462329], [-2.327627, -1.407822, 7.559236], [-2.395877, -0.326678, 8.973280], [-1.373304, 0.789470, 7.024383], [-2.521037, 2.050549, 6.542417], [-1.520922, 1.039115, 4.573426], [-3.254540, 0.682651, 4.618268], [-3.438916, -1.635340, 3.766290], [-3.925324, -1.473282, 5.476063], [-2.792243, -2.751661, 4.988793]], "forces_ev_per_a": [[0.059, 0.054, 0.132], [0.104, -0.064, 0.093], [-0.051, 0.219, -0.057], [0.080, -0.088, 0.327], [-0.090, 0.005, -0.353], [-0.180, 0.037, 0.078], [0.078, -0.064, -0.214], [0.031, 0.215, 0.070], [0.235, 0.107, -0.398], [-0.058, 0.051, 0.200], [-0.083, -0.252, 0.034], [0.168, -0.164, 0.043], [0.094, -0.062, -0.186], [0.352, 0.093, -0.138], [-0.039, 0.104, 0.237], [-1.144, -0.425, 0.355], [0.528, 0.340, -0.137], [0.010, 0.137, 0.086], [0.131, 0.156, -0.231], [0.068, 0.064, 0.054], [-0.352, -0.528, 0.357], [0.035, 0.367, 0.079], [0.137, -0.326, -0.122], [-0.069, -0.013, -0.014], [0.015, -0.090, -0.072], [-0.011, 0.072, -0.049], [0.050, -0.098, -0.043], [-0.061, -0.036, 0.026], [0.060, -0.033, 0.040], [0.021, 0.015, -0.068], [-0.019, -0.023, 0.004], [0.018, 0.042, 0.039], [-0.019, -0.065, 0.049], [0.004, -0.030, 0.069], [0.018, 0.044, 0.024], [0.007, 0.007, -0.097], [-0.006, -0.014, 0.033], [0.025, -0.026, -0.039], [0.020, 0.268, 0.009], [-0.013, 0.153, -0.023], [-0.060, 0.037, -0.041], [-0.016, -0.036, -0.017], [0.005, -0.068, -0.020], [-0.021, -0.020, -0.015], [0.001, -0.083, 0.057], [0.018, -0.058, -0.083], [0.019, 0.005, 0.048], [0.040, -0.007, -0.006], [-0.014, 0.008, 0.023], [-0.009, -0.051, -0.005], [-0.066, -0.055, -0.012], [-0.032, 0.192, -0.075], [0.018, 0.051, -0.009], [0.036, -0.099, -0.003], [-0.093, 0.086, 0.037], [0.046, -0.011, -0.056], [-0.015, -0.009, 0.062], [0.006, -0.007, -0.004], [-0.014, 0.018, -0.003], [-0.007, -0.009, -0.002], [0.027, -0.033, 0.009], [0.004, -0.005, -0.007], [0.012, 0.006, 0.002], [-0.010, 0.009, -0.003], [-0.001, 0.006, 0.004], [-0.022, 0.016, 0.003], [0.002, -0.010, 0.003], [0.011, 0.002, -0.017], [0.000, 0.006, 0.006], [-0.013, -0.013, -0.065], [0.018, 0.044, 0.052], [0.010, -0.062, -0.041], [-0.057, 0.038, 0.039], [0.006, -0.030, 0.004], [0.007, 0.009, 0.018], [-0.004, 0.007, -0.006], [-0.004, -0.023, 0.001], [0.002, -0.003, -0.005], [-0.001, -0.012, 0.005], [0.011, 0.005, 0.001], [0.000, 0.001, 0.004], [0.016, 0.041, -0.004], [-0.010, 0.003, -0.002], [0.006, -0.013, -0.015], [-0.003, -0.006, -0.001], [-0.013, -0.037, -0.037], [-0.028, 0.050, 0.048], [0.057, -0.025, -0.080], [-0.010, -0.016, 0.083], [0.028, -0.026, -0.078], [-0.002, 0.015, 0.015], [-0.008, -0.007, 0.002], [0.020, -0.001, -0.012], [-0.001, -0.002, -0.002], [0.016, 0.002, -0.007], [-0.013, 0.012, -0.005], [0.002, 0.000, 0.002], [-0.078, 0.017, 0.008], [-0.003, -0.005, -0.002], [0.033, 0.010, 0.002]], "lowdin_charge": [-0.062, -0.226, -0.038, -0.484, 0.145, -0.086, -0.148, -0.145, -0.270, -0.128, -0.271, -0.465, 0.875, -1.076, 0.682, -0.198, -0.247, -0.073, -0.251, -0.056, -0.051, -0.326, 0.102, 0.083, 0.072, 0.072, 0.120, 0.124, 0.127, 0.121, 0.116, 0.100, 0.095, 0.127, 0.149, 0.123, 0.114, 0.067, 0.114, 0.057, 0.076, 0.120, 0.069, 0.078, 0.070, 0.080, 0.113, 0.087, 0.061, 0.066, 0.077, 0.152, -0.114, -0.204, -0.197, -0.205, -0.189, -0.113, 0.087, 0.086, 0.092, 0.129, 0.127, 0.126, 0.127, 0.088, 0.082, 0.089, -0.112, -0.189, -0.207, -0.203, -0.203, -0.115, 0.089, 0.083, 0.089, 0.127, 0.126, 0.127, 0.128, 0.084, 0.085, 0.090, -0.113, -0.189, -0.207, -0.211, -0.197, -0.110, 0.089, 0.083, 0.088, 0.126, 0.125, 0.126, 0.118, 0.057, 0.087, 0.088]}